29
Properties=species:S:1:pos:R:3 method="wB97M-V/def2-TZVPD" lumo_energy_ev="-0.235 / -0.236" homo_ev="-6.895 / -6.894" total_charge=0 smiles="C=Nc1sc(P(=C)(C)C)c(C)c1C"
S -1.18594 -1.74074 -0.11681
P 1.75936 -0.75555 -0.01609
N -3.82254 -0.84593 -0.09631
C 2.18829 -0.57241 1.70746
C -2.53932 -0.55090 -0.01271
C 0.15780 2.12228 -0.31081
C 1.93877 -2.56341 -0.56656
C -3.01443 1.96412 -0.05360
C -0.05820 -0.41268 0.09073
C -2.04467 0.77242 -0.03614
C -0.64653 0.93663 0.03300
C -4.34826 -1.97880 0.06535
C 2.57966 0.20220 -1.21179
H -5.34281 -1.96452 0.10315
H 1.89646 0.18404 -2.11828
H -3.80144 -2.83215 0.45677
H -3.93093 1.68579 -0.53708
H 1.51952 -3.11769 0.24133
H 1.69449 0.41908 1.98790
H 1.07486 2.28888 0.23254
H 2.98561 -2.87334 -0.76620
H -2.57700 2.89520 -0.36942
H -0.24458 3.20470 -0.26513
H 0.41828 1.90200 -1.34259
H 1.41254 -2.62935 -1.55281
H -3.24275 2.09485 1.08202
H 2.82640 1.19037 -0.79319
H 3.21468 -0.48616 1.83617
H 1.64424 -1.28216 2.28519



98
Properties=species:S:1:pos:R:3 method="wB97M-V/def2-TZVPD" lumo_energy_ev="-10.657 / -15.110" spin_multiplicity=5 homo_ev="-18.776 / -18.922" total_charge=+4
Pd 0.35360 -0.04690 -0.14430
As -0.52980 -2.50880 0.14830
Ge -1.79850 1.19750 0.87510
S -0.07470 0.31260 2.16310
O 0.13950 0.23710 -2.29300
N 2.53250 -0.04680 -0.16400
N 4.54350 1.15670 -0.46690
N 2.45890 2.13680 -0.82440
N 0.06800 -0.25310 -4.50560
C -0.74310 -1.21350 2.81590
C -1.61740 -3.51630 4.08570
C 2.48470 -6.13270 0.10210
C 5.37600 0.00970 -0.17600
C -1.00480 2.99420 0.36680
C -0.13010 3.61000 1.45640
C -5.03800 1.43250 3.83910
C 3.20140 1.06380 -0.49070
C 1.80980 -5.76960 -1.05890
C -0.75850 0.88820 -4.82590
C 3.26830 -1.23330 0.18890
C -0.93900 4.05420 2.66980
C 4.42560 3.22720 -1.74390
C -3.64050 1.16750 1.74540
C -0.10370 4.68040 3.76610
C 0.43380 -0.49160 -3.27000
C -1.40380 -3.51620 2.71670
C 5.18340 2.43770 -0.68350
C -3.28270 -2.64570 -0.83630
C -2.16730 -3.40550 -0.50030
C -3.71450 0.93480 3.25400
C 0.54100 -1.05730 -5.60680
C -1.41510 -2.35670 4.82090
C 0.78210 -3.94530 0.13190
C 0.97420 -4.66710 -1.04940
C 1.49110 -4.29020 1.28370
C -4.55520 -4.65340 -1.15530
C -0.94200 -2.37110 2.06630
C -4.47460 -3.26880 -1.17040
C 2.99400 3.41430 -1.26650
C 4.63020 -1.27380 -0.50010
C -2.24240 -4.79930 -0.51270
C -5.10250 2.90820 4.12170
C -3.44380 -5.41350 -0.82890
C 2.31900 -5.40020 1.27040
C -0.98920 -1.20530 4.18470
H 2.82000 -5.70280 2.17850
H -1.90830 0.23710 -0.42140
H -1.49100 3.18850 3.07430
H 1.92560 -6.35000 -1.96040
H -1.42960 0.64110 -5.64680
H -3.22230 -1.56180 -0.86360
H -4.25730 0.43890 1.21700
H -0.44130 2.86130 -0.56440
H 4.89250 4.19770 -1.89740
H 6.28640 0.07490 -0.77670
H -2.89460 1.45150 3.75910
H 5.20610 -2.13250 -0.15960
H 2.96770 4.12610 -0.43190
H 1.45120 1.98040 -0.91350
H -1.93940 -4.42270 4.57520
H -5.33390 -2.68180 -1.45430
H -5.87740 1.13610 3.19660
H -1.34230 1.16860 -3.95050
H 2.36510 3.81530 -2.06490
H -0.82320 -0.29650 4.74150
H -0.24440 -1.16440 -6.35370
H -1.38070 -5.40740 -0.26250
H 5.67990 0.03620 0.87870
H -1.59520 -4.41450 2.13970
H 4.44740 2.68770 -2.69270
H -3.62060 -0.13550 3.44800
H -4.36030 3.21140 4.86590
H 1.37160 -3.70650 2.18930
H -6.08380 3.18170 4.49840
H -0.73090 5.06150 4.56740
H 0.64290 2.89660 1.77220
H 3.39820 -1.26230 1.28140
H -0.14650 1.73760 -5.13590
H -5.22910 0.90030 4.78220
H 4.48830 -1.35890 -1.57980
H 0.48860 5.51010 3.37720
H -4.02000 2.16130 1.50340
H -1.58750 -2.34290 5.88610
H 2.66880 -2.11050 -0.09370
H 5.19460 3.00430 0.25670
H -1.84100 3.65590 0.13410
H 3.14650 -6.98590 0.09490
H -5.48670 -5.14120 -1.40070
H -3.50780 -6.49170 -0.80400
H 0.44270 -4.37100 -1.94950
H 1.04380 -1.39770 -3.12200
H 0.60440 3.97060 4.19750
H -4.87960 3.51050 3.23620
H 1.39660 -0.58200 -6.09440
H 6.21990 2.27160 -0.97830
H -1.70030 4.77480 2.35210
H 0.84410 -2.04550 -5.26680
H 0.38490 4.48240 1.04570



Short version: energy relative to the best compared isomer or geometry (same formula, charge and spin) = 4.852, 0.580 eV, in the order given.
Short version: energy = -32239.847, -177828.833 eV, in the order given.